DFT (ωB97M-V/def2-TZVPD) results for the ion C4H8NO3 with charge -1 in a non-equilibrium geometry.

The geometry in XYZ format:
```
16
Properties=species:S:1:pos:R:3:nbo_charge:R:1
O 1.0224 -0.1627 3.4675 -0.659
C 0.3710 -0.2783 2.4744 0.886
O -0.8682 -0.7609 2.5705 -0.695
N 0.9424 0.0509 1.2316 -0.646
C 0.3246 -0.3901 -0.0288 -0.248
C 0.2740 0.7924 -0.9454 -0.491
C -0.8727 0.3549 -2.1356 0.012
O -1.2831 -0.8917 -2.0355 -0.952
H -1.2038 -1.1751 1.7522 0.500
H 1.9108 0.0690 1.1013 0.389
H -0.6848 -0.7245 0.1288 0.202
H 0.8341 -1.1862 -0.6248 0.206
H -0.1325 1.7376 -0.6211 0.174
H 1.1739 1.1603 -1.2592 0.165
H -0.0319 0.4353 -2.9953 0.044
H -1.7763 0.9689 -2.0805 0.113
```

Results
**ΔE to the lowest compared entry with this formula, charge and spin**: 4.130 eV
**Total charge**: -1
**E_LUMO**: 3.61 eV
**HOMO-LUMO gap**: 0.2224 Eh
**HOMO level**: -0.0896 Ha
**SMILES**: O=C(O)NCCC[O-]

=====

DFT (ωB97M-V/def2-TZVPD) results for a cluster of 2 separate species, C4H8NO3 in total in a non-equilibrium geometry.

The geometry in XYZ format:
```
16
Properties=species:S:1:pos:R:3:nbo_charge:R:1
C -0.2797 1.5790 2.2511 -0.739
C -0.7584 0.1121 2.1713 0.761
O -1.2825 -0.2314 1.0855 -0.810
O -0.5956 -0.6078 3.1895 -0.779
H 0.3288 1.6532 1.3443 0.194
H 0.2843 1.8152 3.1469 0.198
H -1.1412 2.2203 2.0869 0.201
C 1.2298 -0.3545 -0.7833 -0.741
C 0.7507 -0.4329 -2.2148 0.694
O 0.8400 -1.3915 -2.9768 -0.646
N 0.0983 0.7029 -2.6624 -0.857
H -0.3327 0.5816 -3.5672 0.386
H -0.3882 1.2753 -1.9784 0.396
H 1.8605 0.5430 -0.8045 0.208
H 1.7997 -1.1879 -0.4058 0.234
H 0.3104 -0.0873 -0.2405 0.301
```

Results
**ΔE to the lowest compared entry with this formula, charge and spin**: 0.809 eV
**Total charge**: -1
**E_LUMO**: 3.66 eV
**HOMO-LUMO gap**: 0.2879 Eh
**HOMO level**: -0.1532 Ha

=====

DFT (ωB97M-V/def2-TZVPD) results for a cluster of 2 separate species, C4H8NO3 in total in a non-equilibrium geometry.

The geometry in XYZ format:
```
16
Properties=species:S:1:pos:R:3:nbo_charge:R:1
C 0.9317 -0.5789 -3.3999 -0.746
C 0.7805 -1.3591 -2.0439 0.783
O 0.3818 -0.5928 -1.1010 -0.872
O 1.2079 -2.5080 -1.9691 -0.742
H -0.0164 -0.2025 -3.7866 0.192
H 1.3517 -1.2581 -4.1412 0.194
H 1.4716 0.3561 -3.2380 0.204
C -1.4347 0.6304 2.9612 -0.708
C -0.0803 0.7177 2.3554 0.654
O 0.8948 0.9605 3.0627 -0.649
N 0.0017 0.8974 0.9926 -0.808
H 0.7958 0.6555 0.4084 0.447
H -0.8065 0.5474 0.4952 0.388
H -1.5435 1.1104 3.9341 0.225
H -1.7062 -0.4215 3.1270 0.225
H -2.2300 1.0456 2.3429 0.212
```

Results
**ΔE to the lowest compared entry with this formula, charge and spin**: 0.834 eV
**Total charge**: -1
**E_LUMO**: 3.63 eV
**HOMO-LUMO gap**: 0.2976 Eh
**HOMO level**: -0.1643 Ha

=====

DFT (ωB97M-V/def2-TZVPD) results for a cluster of 2 separate species, C4H8NO3 in total in a non-equilibrium geometry.

The geometry in XYZ format:
```
16
Properties=species:S:1:pos:R:3:lowdin_spin:R:1
C 1.0591 -1.8263 0.5376 0.001
C -0.3086 -2.1302 1.0925 0.000
O -0.4834 -2.4828 2.2360 0.001
N -1.3446 -1.8548 0.1885 0.007
H -2.2014 -1.7063 0.7089 0.000
H -1.0512 -1.0849 -0.3965 0.004
H 1.8109 -2.5402 0.8860 0.000
H 1.6053 -0.9936 0.9941 0.000
H 0.9402 -1.6591 -0.5292 0.000
C 1.2507 2.9792 -1.1932 0.162
C 0.0253 1.9612 -0.9627 0.099
O -1.0723 2.2329 -1.3932 0.073
O 0.5136 0.9479 -0.3846 0.632
H 0.8477 3.9802 -1.2597 0.015
H 1.6622 2.6128 -2.1263 0.005
H 1.8456 2.8569 -0.2896 0.000
```

Results
**ΔE to the lowest compared entry with this formula, charge and spin**: 0.653 eV
**Multiplicity**: 2
**Total charge**: 0
**E_LUMO (alpha / beta)**: 0.52 / -3.85 eV
**HOMO-LUMO gap (alpha / beta)**: 0.3764 / 0.2154 Eh
**HOMO level (alpha / beta)**: -0.3572 / -0.3571 Ha
**⟨S²⟩**: 0.756

=====

DFT (ωB97M-V/def2-TZVPD) results for a structure of composition C4H8NO3PS in a non-equilibrium geometry.

The geometry in XYZ format:
```
18
Properties=species:S:1:pos:R:3:nbo_charge:R:1
C -1.6143 -0.6200 0.8513 -0.493
C -0.4946 -1.2826 1.4989 -0.435
C -0.3202 -0.8098 0.0829 0.053
C 0.7411 0.6398 -2.4058 -0.794
N 0.0464 -1.5778 -0.9286 -0.882
O -0.4180 1.6383 1.6750 -1.179
O 1.8363 0.1545 1.6945 -1.159
O 1.5147 2.3373 0.2982 -1.166
P 0.8683 1.2176 1.1085 2.348
S -0.3079 -0.8549 -2.3982 0.235
H -2.4476 -1.1813 0.5245 0.168
H -1.8549 0.3686 1.1271 0.246
H 0.0010 -0.7595 2.3774 0.251
H -0.6778 -2.3605 1.6297 0.182
H 0.1195 0.1882 -0.0132 0.029
H 0.5167 1.5047 -3.1586 0.186
H 1.8508 0.3964 -2.5640 0.180
H 0.6406 1.0009 -1.3996 0.229
```

Results
**ΔE to the lowest compared entry with this formula, charge and spin**: 0.910 eV
**Total charge**: -2
**E_LUMO**: 5.77 eV
**HOMO-LUMO gap**: 0.1855 Eh
**HOMO level**: 0.0265 Ha

=====

DFT (ωB97M-V/def2-TZVPD) results for a structure of composition C4H8NO6S2 in a non-equilibrium geometry.

The geometry in XYZ format:
```
21
Properties=species:S:1:pos:R:3:nbo_charge:R:1
C 0.7833 0.2814 -0.7960 -0.441
C 0.8846 -0.3441 0.5320 -0.406
C -0.7172 0.0222 -1.1219 -0.220
C -0.5283 0.1911 1.1912 -0.213
N -1.3806 0.3188 0.0510 -0.723
O -2.9667 -1.5625 1.1810 -0.985
O -3.9185 0.6553 0.2986 -0.885
O -2.9846 -1.1261 -1.2006 -1.008
O -5.0949 -1.4061 -0.0097 -0.986
O -2.5920 2.0344 -1.3513 -0.934
O -2.2871 2.3100 1.1173 -0.959
S -3.6810 -1.0371 0.0700 2.553
S -2.5432 1.4653 0.0070 2.504
H 0.7586 1.4000 -0.8543 0.206
H 1.4014 -0.1241 -1.6124 0.205
H 0.9205 -1.4499 0.5889 0.214
H 1.8999 -0.0308 1.1290 0.189
H -0.9743 0.5753 -2.0410 0.233
H -1.0152 -0.9686 -1.4730 0.221
H -0.9620 -0.5610 1.7810 0.219
H -0.4825 1.1395 1.7475 0.215
```

Results
**ΔE to the lowest compared entry with this formula, charge and spin**: 1.299 eV
**Total charge**: -1
**E_LUMO**: 3.37 eV
**HOMO-LUMO gap**: 0.3402 Eh
**HOMO level**: -0.2164 Ha

=====

DFT (ωB97M-V/def2-TZVPD) results for an isolated molecule of C4H8NOP in a non-equilibrium geometry.

The geometry in XYZ format:
```
15
Properties=species:S:1:pos:R:3:nbo_charge:R:1
C -2.1244 0.7739 -0.0626 -0.345
C -0.9775 1.5777 -0.1904 0.412
C -2.2649 -0.5403 -0.0459 -0.226
C 1.9407 -1.4901 0.2186 -0.426
N 1.6959 -0.4761 -0.7025 -0.939
O 0.1346 1.2490 0.2504 -0.573
P 1.8584 1.1074 -0.6304 0.928
H -3.0506 1.3084 -0.1102 0.220
H -1.0539 2.4880 -0.6989 0.148
H -1.4437 -1.2718 -0.3120 0.211
H -3.1006 -1.0954 0.1580 0.198
H 1.2769 -2.2962 -0.0432 0.185
H 2.9980 -1.8054 0.1929 0.191
H 1.8575 -1.2202 1.2674 0.166
H 2.2535 1.6911 0.7088 -0.151
```

Results
**ΔE to the lowest compared entry with this formula, charge and spin**: 4.360 eV
**Total charge**: 0
**E_LUMO (alpha / beta)**: -1.07 / -1.07 eV
**HOMO-LUMO gap (alpha / beta)**: 0.2517 / 0.2516 Eh
**HOMO level (alpha / beta)**: -0.2909 / -0.2908 Ha

=====

DFT (ωB97M-V/def2-TZVPD) results for the ion C4H8NOS with charge -1 in a non-equilibrium geometry.

The geometry in XYZ format:
```
15
Properties=species:S:1:pos:R:3:nbo_charge:R:1
C 1.0550 -1.6710 0.5661 -0.422
N 0.3190 -0.3903 0.7812 -0.643
C -0.4386 0.1306 -0.3208 -0.204
C -1.8688 0.4016 -0.0068 0.426
O -2.3518 -0.1827 0.9234 -0.598
C 0.4060 1.6065 -0.6333 -0.537
S 0.1885 1.8106 -2.3524 -0.672
H 2.0508 -1.4162 0.2301 0.194
H 0.4096 -2.4653 -0.0065 0.166
H 1.4225 -2.1233 1.4556 0.184
H -0.3557 -0.5690 1.5785 0.363
H -0.2509 -0.2970 -1.2496 0.243
H -2.2620 1.2426 -0.6705 0.147
H 1.4460 1.4007 -0.2487 0.176
H 0.2305 2.5220 -0.0462 0.178
```

Results
**ΔE to the lowest compared entry with this formula, charge and spin**: 2.820 eV
**Total charge**: -1
**E_LUMO**: 3.72 eV
**HOMO-LUMO gap**: 0.2273 Eh
**HOMO level**: -0.0905 Ha
**SMILES**: CN[C@@H](C=O)C[S-]